Entry 1:
A molecular structure, C28H21N3NaO4PSTe in a non-equilibrium geometry, computed with the ωB97M-V functional and the def2-TZVPD basis.

Geometry (Å):
Na  0.930  0.522  -0.790
O  8.091  0.961  -1.252
C  7.276  1.898  -1.277
O  7.488  3.116  -1.273
C  5.776  1.460  -1.337
C  5.467  0.113  -1.501
C  4.147  -0.271  -1.582
N  3.119  0.569  -1.468
C  3.411  1.864  -1.312
C  4.711  2.347  -1.271
C  2.233  2.819  -1.215
O  2.331  3.913  -1.764
O  1.236  2.386  -0.567
H  6.279  -0.597  -1.573
H  3.879  -1.307  -1.763
H  4.888  3.410  -1.196
N  -2.055  -1.514  -1.728
P  -1.846  0.105  -1.229
C  -2.234  -0.030  0.555
C  -3.410  -0.641  0.994
C  -3.637  -0.808  2.347
C  -2.681  -0.409  3.272
C  -1.511  0.193  2.837
C  -1.303  0.411  1.488
C  -3.472  0.702  -1.807
C  -4.139  0.147  -2.906
C  -5.378  0.618  -3.288
C  -5.966  1.681  -2.615
C  -5.274  2.292  -1.573
C  -4.044  1.813  -1.178
C  -0.985  -2.365  -1.642
C  -1.034  -3.665  -2.133
C  0.121  -4.439  -2.058
C  1.254  -3.885  -1.468
C  1.195  -2.591  -0.996
N  0.101  -1.825  -1.083
H  -2.979  -1.910  -1.840
H  -4.164  -0.943  0.274
H  -4.567  -1.248  2.686
H  -2.860  -0.548  4.331
H  -0.764  0.504  3.552
H  -0.431  0.954  1.149
H  -3.678  -0.656  -3.466
H  -5.898  0.153  -4.116
H  -6.949  2.031  -2.901
H  -5.712  3.142  -1.070
H  -3.504  2.283  -0.367
H  -1.944  -4.047  -2.576
H  0.128  -5.443  -2.456
H  2.164  -4.459  -1.381
H  2.042  -2.131  -0.516
Te  2.589  1.310  1.834
C  1.952  0.841  3.773
C  1.856  -0.368  4.410
C  1.346  -0.314  5.721
C  1.029  0.948  6.114
S  1.380  2.088  4.859
H  2.153  -1.288  3.937
H  1.226  -1.180  6.356
H  0.617  1.285  7.046

Forces on atoms 1 to 6 (eV/Å):
Na -0.24 -2.22 0.04
O 0.35 -0.55 -0.03
C -0.51 -0.10 -0.03
O -0.06 0.63 -0.01
C 0.19 0.03 -0.01
C 0.09 -0.01 -0.04

Summary:
total energy: -2714.8188 a.u.
orbital gap: 3.73 eV
spin multiplicity: 1
energy above the lowest of the compared OMol25 structures with the same formula, charge and spin: 166.8 kJ/mol
LUMO: 3.15 eV
net charge: -2

Results of the Löwdin charge analysis, in e, for atoms 1 through 2: number 1, Na, carries 0.072; number 2, O, carries -0.078

***

Entry 2:
A molecular structure, C28H22BF2IMnN4O5, computed with the ωB97M-V functional and the def2-TZVPD basis.

Geometry (Å):
Mn  0.194  0.059  0.361
O  -1.317  0.541  -3.763
C  -2.625  0.573  -3.481
C  -3.520  0.700  -4.552
C  -4.879  0.769  -4.324
C  -5.382  0.713  -3.026
C  -4.496  0.570  -1.971
C  -3.124  0.488  -2.174
C  -2.178  0.292  -1.026
O  -0.925  0.370  -1.299
N  -2.689  0.019  0.144
N  -1.639  -0.155  1.067
C  -2.000  -0.331  2.280
C  -1.093  -0.554  3.393
C  -1.654  -0.749  4.658
C  -0.885  -0.934  5.788
C  0.512  -0.915  5.643
C  1.099  -0.721  4.420
C  0.326  -0.529  3.237
O  0.922  -0.356  2.113
H  -0.844  0.529  -2.895
H  -3.110  0.754  -5.553
H  -5.555  0.876  -5.166
H  -6.447  0.782  -2.843
H  -4.848  0.510  -0.949
H  -3.072  -0.315  2.482
H  -2.738  -0.749  4.740
H  -1.347  -1.078  6.756
H  1.142  -1.052  6.517
H  2.176  -0.702  4.305
C  -1.794  4.177  -0.140
C  -0.448  4.034  -0.808
N  -0.196  4.926  -1.801
C  1.049  4.822  -2.313
C  1.993  3.873  -2.032
C  3.322  3.926  -2.691
O  3.468  3.031  -3.824
C  1.664  2.765  -1.126
C  2.408  1.635  -1.027
N  2.028  0.410  -0.409
C  3.010  -0.476  -0.195
C  4.386  -0.119  -0.032
C  5.388  -1.049  0.150
C  5.122  -2.418  0.190
C  3.796  -2.818  0.048
C  2.799  -1.880  -0.131
I  0.860  -2.564  -0.439
C  0.427  3.059  -0.439
O  0.133  2.295  0.737
H  -2.171  5.178  -0.345
H  -1.771  4.027  0.941
H  -2.502  3.446  -0.543
H  1.316  5.597  -3.032
H  4.109  3.687  -1.963
H  3.512  4.926  -3.086
H  2.942  2.253  -3.605
H  3.335  1.597  -1.592
H  4.622  0.937  -0.013
H  6.407  -0.696  0.282
H  5.911  -3.149  0.315
H  3.539  -3.870  0.061
F  0.889  4.084  2.092
B  0.306  2.900  1.932
F  -0.161  2.319  3.036

Forces on atoms 1 to 6 (eV/Å):
Mn 0.07 0.27 -0.27
O -0.15 0.02 -0.43
C 0.01 0.10 -0.27
C 0.06 -0.02 0.07
C -0.05 0.00 -0.01
C 0.10 -0.01 0.06

Summary:
total energy: -3348.9317 a.u.
orbital gap (spin up / spin down): 3.97 / 4.05 eV
spin multiplicity: 2
energy above the lowest of the compared OMol25 structures with the same formula, charge and spin: 69.1 kJ/mol
⟨S²⟩: 1.21
LUMO (spin up / spin down): 4.15 / 4.16 eV
net charge: -2

Results of the Löwdin charge analysis, in e, for atoms 1 through 2: number 1, Mn, carries 0.473; number 2, O, carries 0.067

***

Entry 3:
A molecular structure, C28H22BrN2NdO7S in a non-equilibrium geometry, computed with the ωB97M-V functional and the def2-TZVPD basis.

Geometry (Å):
Nd  0.458  -0.654  0.717
O  4.248  2.639  5.202
C  3.512  1.956  4.294
C  3.365  0.539  4.450
C  2.606  -0.086  3.396
N  2.179  0.564  2.318
C  2.283  1.922  2.280
C  2.923  2.652  3.240
C  1.670  2.465  0.991
O  1.808  3.670  0.761
O  1.118  1.559  0.284
C  2.309  -1.675  3.392
O  3.021  -2.419  4.121
O  1.324  -1.982  2.602
H  4.628  2.084  5.905
H  3.857  -0.185  5.087
H  3.026  3.737  3.100
S  0.347  -3.355  -0.732
C  2.068  -3.056  -0.700
C  3.011  -3.974  -1.218
C  4.345  -3.666  -1.252
C  4.808  -2.461  -0.651
C  3.832  -1.667  -0.102
N  2.530  -1.924  -0.099
H  2.605  -4.814  -1.793
H  4.988  -4.372  -1.677
H  5.874  -2.078  -0.659
H  4.087  -0.692  0.349
Br  -5.240  -2.433  5.221
C  -3.756  -1.891  4.111
C  -2.767  -2.794  3.858
C  -1.706  -2.412  2.986
C  -1.571  -1.179  2.426
C  -2.653  -0.251  2.776
C  -3.725  -0.645  3.537
H  -2.713  -3.681  4.493
H  -0.899  -3.141  2.759
H  -2.532  0.799  2.543
H  -4.471  0.055  3.795
C  -3.899  2.706  -5.919
C  -3.081  2.169  -4.791
C  -3.526  0.951  -4.222
C  -2.785  0.383  -3.200
C  -3.315  -0.878  -2.659
C  -1.660  1.018  -2.702
C  -1.185  2.187  -3.246
C  0.096  2.851  -2.854
C  -1.934  2.787  -4.299
C  -0.842  0.252  -1.680
O  -1.438  0.054  -0.564
O  0.313  -0.160  -1.907
H  -4.945  2.783  -5.660
H  -3.943  1.997  -6.713
H  -3.512  3.647  -6.218
H  -4.493  0.553  -4.570
H  -4.169  -1.073  -3.302
H  -3.497  -0.846  -1.610
H  -2.567  -1.582  -2.845
H  0.595  3.319  -3.809
H  0.823  2.242  -2.415
H  -0.157  3.708  -2.172
H  -1.680  3.778  -4.753

Forces on atoms 1 to 6 (eV/Å):
Nd -0.26 -0.88 0.51
O 0.55 0.90 0.59
C 0.24 -2.62 1.16
C -1.44 0.68 -3.15
C 1.06 -0.76 0.83
N -0.38 0.63 1.34

Summary:
total energy: -5250.2727 a.u.
orbital gap (spin up / spin down): 6.31 / 6.32 eV
spin multiplicity: 4
energy above the lowest of the compared OMol25 structures with the same formula, charge and spin: 92.6 kJ/mol
⟨S²⟩: 3.75
LUMO (spin up / spin down): 4.01 / 4.01 eV
net charge: -2

Results of the Löwdin charge analysis, in e, for atoms 1 through 2: number 1, Nd, carries 1.809; number 2, O, carries 0.034

***

Entry 4:
A molecular structure, C28H22Cl2N8O3Tc, computed with the ωB97M-V functional and the def2-TZVPD basis.

Geometry (Å):
Tc  0.258  -0.426  -0.223
Cl  5.590  3.929  -0.193
C  4.051  3.230  -0.446
C  3.836  1.932  -0.075
C  2.569  1.366  -0.313
N  2.181  0.091  -0.063
C  2.932  -0.704  0.848
O  4.066  -1.053  0.708
C  2.078  -1.004  2.045
C  2.599  -1.457  3.234
C  1.733  -1.616  4.312
C  0.393  -1.316  4.144
C  -0.056  -0.884  2.903
N  0.770  -0.731  1.867
C  1.519  2.140  -0.865
C  1.757  3.459  -1.262
C  3.007  3.995  -1.052
Cl  3.294  5.613  -1.506
N  0.343  1.418  -0.948
C  -0.622  1.812  -1.914
O  -0.925  2.934  -2.187
C  -1.178  0.604  -2.602
C  -2.096  0.706  -3.622
C  -2.510  -0.462  -4.248
C  -1.989  -1.672  -3.818
C  -1.084  -1.687  -2.768
N  -0.679  -0.566  -2.168
H  4.640  1.349  0.349
H  3.659  -1.660  3.306
H  2.105  -1.955  5.269
H  -0.309  -1.409  4.960
H  -1.098  -0.650  2.734
H  0.974  4.068  -1.684
H  -2.458  1.686  -3.904
H  -3.222  -0.428  -5.061
H  -2.279  -2.603  -4.283
H  -0.680  -2.615  -2.386
N  -5.996  1.673  0.766
C  -4.774  1.568  0.213
O  -4.238  2.438  -0.443
C  -4.039  0.260  0.395
C  -4.620  -0.988  0.542
C  -3.802  -2.112  0.538
C  -2.442  -1.950  0.376
N  -1.867  -0.739  0.252
C  -2.660  0.336  0.272
H  -6.491  2.544  0.653
H  -6.357  1.006  1.424
H  -5.694  -1.101  0.622
H  -4.215  -3.106  0.631
H  -1.786  -2.807  0.321
H  -2.205  1.312  0.161
C  2.470  -2.114  -2.421
C  1.870  -2.888  -1.303
N  0.968  -2.472  -0.418
C  0.773  -3.519  0.474
C  1.541  -4.570  0.103
N  2.223  -4.152  -1.012
H  1.899  -1.209  -2.610
H  2.502  -2.710  -3.333
H  3.492  -1.824  -2.167
H  0.115  -3.442  1.321
H  1.662  -5.551  0.524
H  2.900  -4.693  -1.526

Forces on atoms 1 to 6 (eV/Å):
Tc -0.18 0.03 0.13
Cl -0.01 0.00 0.00
C 0.00 -0.02 0.00
C 0.00 0.00 0.00
C 0.03 -0.01 -0.01
N 0.12 -0.01 0.05

Summary:
total energy: -2744.7880 a.u.
orbital gap (spin up / spin down): 6.35 / 6.04 eV
spin multiplicity: 2
⟨S²⟩: 1.06
LUMO (spin up / spin down): -7.01 / -7.51 eV
net charge: +2

Results of the Löwdin charge analysis, in e, for atoms 1 through 2: number 1, Tc, carries 1.482; number 2, Cl, carries 0.765

***

Entry 5:
A molecular structure, C28H22Cl4CrFN2O4 in a non-equilibrium geometry, computed with the ωB97M-V functional and the def2-TZVPD basis.

Geometry (Å):
Cr  0.791  0.158  0.773
Cl  6.664  3.733  -1.341
C  5.251  2.706  -1.181
C  5.230  1.477  -1.808
C  4.109  0.676  -1.658
Cl  4.081  -0.885  -2.443
C  2.988  1.056  -0.896
O  1.942  0.264  -0.793
C  3.044  2.332  -0.289
C  1.864  2.783  0.551
O  1.472  1.810  1.459
C  4.169  3.128  -0.423
H  6.073  1.136  -2.392
H  2.170  3.680  1.098
H  4.202  4.093  0.072
F  -0.373  6.693  0.591
C  -0.355  5.337  0.446
C  -1.347  4.613  1.165
C  -1.469  3.254  0.925
C  -0.609  2.579  0.063
C  -0.759  1.192  -0.281
C  0.641  3.270  -0.405
C  0.541  4.766  -0.364
H  -2.027  5.146  1.816
H  -2.282  2.699  1.386
H  -0.501  0.974  -1.318
H  -1.726  0.766  0.005
H  0.897  2.929  -1.411
H  1.268  5.364  -0.903
Cl  -1.733  2.991  5.770
C  -2.232  1.433  5.161
C  -3.277  1.392  4.260
C  -3.684  0.174  3.744
C  -3.042  -0.980  4.150
C  -2.000  -0.928  5.057
Cl  -1.287  -2.439  5.533
C  -1.539  0.287  5.590
N  -0.521  0.405  6.527
C  0.749  -0.272  6.499
C  1.129  -0.953  7.652
C  2.350  -1.600  7.724
C  3.202  -1.571  6.626
C  2.834  -0.873  5.488
C  1.613  -0.198  5.403
C  1.299  0.585  4.146
C  0.986  -0.317  2.955
O  1.911  -0.982  2.426
O  -0.217  -0.330  2.499
H  -3.750  2.316  3.957
H  -4.493  0.129  3.025
H  -3.343  -1.946  3.765
H  -0.441  1.341  6.884
H  0.437  -0.982  8.484
H  2.633  -2.131  8.626
H  4.156  -2.085  6.660
H  3.491  -0.837  4.626
H  2.174  1.154  3.842
H  0.473  1.276  4.283
N  0.238  -1.811  0.002
H  1.132  -2.270  -0.139
H  -0.268  -1.811  -0.874
H  -0.285  -2.310  0.709

Forces on atoms 1 to 6 (eV/Å):
Cr -0.11 0.37 -1.32
Cl -0.05 -0.03 0.01
C -0.02 -0.04 -0.01
C 0.00 -0.02 0.00
C -0.09 -0.02 0.05
Cl 0.03 0.05 0.02

Summary:
total energy: -4475.9373 a.u.
orbital gap (spin up / spin down): 5.72 / 7.31 eV
spin multiplicity: 5
energy above the lowest of the compared OMol25 structures with the same formula, charge and spin: 53.0 kJ/mol
⟨S²⟩: 6.12
LUMO (spin up / spin down): 2.30 / 2.30 eV
net charge: -1

Results of the Löwdin charge analysis, in e, for atoms 1 through 2: number 1, Cr, carries 0.835; number 2, Cl, carries 0.598

***

Entry 6:
A molecular structure, C28H22CrN4S3 in a non-equilibrium geometry, computed with the ωB97M-V functional and the def2-TZVPD basis.

Geometry (Å):
Cr  -0.191  0.439  0.233
C  2.016  -3.835  -2.315
S  0.973  -2.716  -3.296
C  0.355  -1.651  -2.017
S  1.441  -0.975  -0.848
N  -0.899  -1.391  -2.051
N  -1.308  -0.520  -1.078
C  -2.631  -0.230  -1.068
C  -3.068  0.455  0.031
C  -4.250  1.237  0.195
C  -4.310  2.436  0.826
C  -3.227  3.251  1.345
C  -1.921  2.988  1.551
N  -1.981  0.517  0.956
H  2.563  -4.446  -3.030
H  1.389  -4.461  -1.683
H  2.700  -3.249  -1.709
H  -3.243  -0.483  -1.925
H  -5.143  0.875  -0.306
H  -5.283  2.913  0.858
H  -3.528  4.271  1.570
H  -1.298  3.796  1.920
S  1.791  0.172  2.234
C  2.202  1.501  1.257
C  3.345  2.309  1.443
C  3.575  3.366  0.599
C  2.664  3.634  -0.431
C  1.577  2.804  -0.564
N  1.351  1.762  0.243
H  4.013  2.063  2.256
H  4.457  3.984  0.720
H  2.808  4.463  -1.109
H  0.842  2.963  -1.345
C  -1.257  1.672  1.487
C  -1.857  0.647  2.338
C  -2.306  0.152  3.492
C  -1.795  0.665  4.786
C  -0.537  1.259  4.890
C  -0.035  1.658  6.117
C  -0.790  1.495  7.272
C  -2.062  0.951  7.175
C  -2.562  0.543  5.948
C  -3.244  -1.001  3.521
C  -4.450  -0.985  2.825
C  -5.315  -2.069  2.880
C  -4.993  -3.185  3.637
C  -3.794  -3.211  4.337
C  -2.931  -2.131  4.282
H  0.070  1.366  4.002
H  0.963  2.077  6.167
H  -0.392  1.794  8.234
H  -2.667  0.835  8.067
H  -3.559  0.122  5.888
H  -4.719  -0.111  2.251
H  -6.252  -2.035  2.336
H  -5.676  -4.025  3.683
H  -3.533  -4.085  4.922
H  -1.994  -2.152  4.825

Forces on atoms 1 to 6 (eV/Å):
Cr 1.30 -0.97 0.62
C -0.25 0.26 -0.17
S 0.01 -0.12 -0.04
C 0.07 0.15 0.08
S -0.44 0.10 0.14
N -0.32 -0.44 -0.52

Summary:
total energy: -3538.1821 a.u.
orbital gap (spin up / spin down): 6.64 / 6.73 eV
spin multiplicity: 2
energy above the lowest of the compared OMol25 structures with the same formula, charge and spin: 20.7 kJ/mol
⟨S²⟩: 0.77
LUMO (spin up / spin down): 2.72 / 2.77 eV
net charge: -1

Results of the Löwdin charge analysis, in e, for atoms 1 through 2: number 1, Cr, carries 0.482; number 2, C, carries -0.439